# 1
{
  "formula": "C29H47I2IrN10O",
  "method": "wB97M-V/def2-TZVPD",
  "species": ["Ir", "I", "I", "O", "N", "N", "N", "N", "N", "N", "N", "N", "N", "N", "C", "C", "C", "C", "C", "C", "C", "C", "C", "C", "C", "C", "C", "C", "C", "C", "C", "C", "C", "C", "C", "C", "C", "C", "C", "C", "C", "C", "C", "H", "H", "H", "H", "H", "H", "H", "H", "H", "H", "H", "H", "H", "H", "H", "H", "H", "H", "H", "H", "H", "H", "H", "H", "H", "H", "H", "H", "H", "H", "H", "H", "H", "H", "H", "H", "H", "H", "H", "H", "H", "H", "H", "H", "H", "H", "H"],
  "xyz": [[0.58651, 0.26120, -0.21212], [0.87991, -4.52140, 1.17088], [5.74131, -5.80170, -2.16902], [1.80221, -1.70130, 0.31868], [1.11141, 2.57930, -1.09182], [-1.10649, -1.98680, -2.31982], [2.97811, 0.35510, -1.08852], [0.36541, 0.13710, 2.10018], [-1.71229, 1.34040, -0.67372], [1.49261, -0.03520, 4.24518], [2.01881, 1.59770, 2.86038], [-2.85059, -2.55670, -1.08452], [-0.97369, -1.39490, -0.07812], [-2.96089, 0.66990, -0.67542], [3.16081, 1.55270, -1.90852], [2.37841, 2.75480, -1.47762], [0.86661, 4.96730, -0.99692], [2.44641, 0.77190, 4.99438], [-4.16069, 2.33730, 0.67018], [0.38611, 3.67810, -0.86952], [4.48571, -3.05790, -1.69952], [-1.61589, -1.96710, -1.05432], [2.19561, 5.14500, -1.35242], [3.37621, -4.83020, -0.50692], [-4.18629, 1.49330, -0.60512], [2.59751, -2.49700, -0.25532], [0.09521, -1.33120, -2.74152], [1.78121, 2.66460, 1.93968], [2.50421, -3.90670, 0.00058], [2.95401, 4.01660, -1.60342], [2.83201, 1.88340, 4.02398], [3.74161, -0.72060, -1.72922], [4.39371, -4.40460, -1.35722], [1.21281, 0.51150, 3.03208], [-4.35069, 2.39440, -1.83522], [-1.49349, -1.33480, 1.26998], [-0.40739, -1.07200, 2.31438], [3.61951, -2.11860, -1.18222], [-3.60189, -3.16770, -0.01272], [-3.13259, -3.08170, -2.41522], [-5.32609, 0.47530, -0.54552], [-2.10009, -2.38740, -3.29362], [0.85981, -1.08600, 5.01018], [-2.51949, -1.51460, -3.81292], [3.37651, 0.50930, -0.16152], [2.60301, 2.88070, 4.41458], [-0.11219, -0.77020, 5.40068], [1.45271, 3.56610, 2.46718], [2.80631, 1.30280, -2.91802], [-3.88989, 1.72870, 1.52948], [2.69681, 2.90230, 1.39518], [-2.25369, -0.54790, 1.32058], [3.26581, -5.87740, -0.27372], [-0.01329, -0.23490, -2.79282], [-0.91439, -1.03090, 3.28058], [1.50461, -1.30620, 5.86048], [-3.51239, 3.08160, -1.94772], [-5.36639, -0.10560, -1.46452], [-6.28079, 0.97720, -0.42182], [5.23591, -2.74640, -2.40992], [0.21391, 5.80710, -0.81722], [0.74401, -2.00290, 4.44098], [-3.46829, 3.17420, 0.58988], [-1.58469, 1.91720, -1.51192], [0.90121, -1.58840, -2.05512], [-4.52509, -3.55430, -0.44112], [-1.71979, 1.93600, 0.15358], [-3.87099, -2.44150, 0.74878], [-5.14769, 2.75430, 0.84468], [0.27191, -1.92720, 2.29288], [-4.16009, -2.84470, -2.69642], [-4.43849, 1.79750, -2.74062], [2.62131, 6.13060, -1.45002], [3.30401, 0.15770, 5.28148], [-5.25369, 2.98980, -1.73902], [4.81101, -0.45520, -1.74182], [3.41851, -0.76680, -2.77682], [0.36151, -1.69840, -3.73222], [-0.64159, 3.53320, -0.57522], [3.98681, 4.10610, -1.90092], [-3.01379, -4.17090, -2.43192], [-1.66929, -3.05030, -4.04442], [1.00361, 2.34540, 1.24848], [-3.06579, -4.00500, 0.44338], [4.22221, 1.82460, -2.00082], [-3.01429, 0.06450, -1.48862], [1.97921, 1.15600, 5.90728], [-5.17939, -0.20470, 0.28958], [-1.94299, -2.28520, 1.56578], [3.89271, 1.86110, 3.75618]],
  "forces_ev_per_a": [[-0.45, -0.34, -0.35], [0.39, -0.15, -0.21], [-0.55, 0.60, 0.34], [0.61, -0.40, -0.31], [0.10, -0.32, 0.03], [-0.01, -0.18, -0.18], [-0.29, 0.26, 0.50], [0.11, 0.38, -0.53], [0.18, 0.40, -0.09], [0.18, 0.09, -0.13], [0.21, 0.02, 0.12], [0.09, 0.19, -0.29], [0.77, 0.27, -0.06], [-0.13, -0.46, 0.16], [0.11, 0.07, -0.27], [0.15, 0.21, -0.05], [0.13, -0.05, -0.02], [0.18, 0.12, 0.16], [0.01, -0.21, -0.24], [-0.18, 0.19, 0.06], [-0.18, 0.58, 0.06], [0.12, 0.24, 0.23], [-0.19, -0.21, -0.02], [-0.37, -0.14, 0.26], [-0.02, 0.21, -0.20], [-0.37, 0.19, 0.41], [0.09, 0.05, 0.10], [-0.28, -0.04, -0.11], [-0.60, -0.81, 0.62], [-0.10, -0.14, 0.08], [0.19, 0.04, 0.08], [0.13, -0.20, -0.18], [0.60, -0.63, -0.37], [-0.29, -0.02, -0.38], [0.00, -0.16, 0.27], [-0.04, 0.07, 0.52], [-0.11, -0.42, 0.01], [0.38, 0.32, -0.50], [-0.06, 0.02, 0.39], [0.00, -0.17, -0.19], [0.22, 0.20, 0.06], [-0.19, 0.02, -0.16], [-0.35, -0.31, 0.04], [0.00, -0.05, 0.04], [-0.06, 0.06, -0.11], [0.01, -0.09, -0.01], [0.05, -0.07, 0.03], [-0.02, 0.01, -0.01], [0.12, -0.01, 0.09], [0.02, -0.08, 0.14], [-0.02, 0.08, -0.13], [-0.08, -0.08, 0.04], [-0.03, -0.07, 0.05], [0.05, -0.05, -0.06], [-0.06, -0.12, -0.08], [-0.02, 0.01, -0.07], [0.06, 0.10, 0.00], [-0.03, -0.11, -0.14], [-0.11, 0.06, -0.03], [0.15, 0.08, -0.05], [-0.06, 0.03, 0.04], [0.00, 0.01, 0.03], [0.08, 0.11, 0.02], [-0.12, 0.11, 0.32], [0.07, 0.04, -0.11], [0.02, 0.03, 0.02], [0.03, -0.02, -0.24], [-0.02, -0.03, 0.04], [-0.08, 0.09, 0.04], [-0.11, -0.03, 0.14], [0.07, -0.04, -0.03], [0.00, -0.07, -0.13], [0.05, 0.11, 0.01], [-0.08, 0.06, 0.02], [-0.09, 0.13, -0.05], [-0.17, -0.01, -0.10], [0.04, 0.08, 0.09], [-0.01, 0.04, -0.01], [-0.05, 0.01, 0.09], [0.11, -0.03, -0.04], [0.03, 0.04, -0.01], [-0.02, 0.02, 0.03], [0.17, 0.22, 0.17], [-0.03, 0.01, 0.00], [-0.15, -0.06, 0.00], [0.16, 0.05, 0.09], [0.07, -0.01, -0.08], [-0.01, -0.07, 0.11], [-0.03, 0.12, 0.04], [-0.05, 0.03, 0.11]],
  "energy_ha": -2455.15238,
  "multiplicity": 5,
  "lumo_ev": [-4.58, -7.45],
  "charge": 2,
  "homo_energy_ev": [-12.94, -12.99],
  "homo_lumo_gap_ev": [8.36, 5.54],
  "relative_energy_kcal_mol": 15.7
}

=====

# 2
{
  "formula": "C29H48AsCl5FN6O4PdSSi3",
  "method": "wB97M-V/def2-TZVPD",
  "species": ["Pd", "As", "Cl", "Cl", "Cl", "Cl", "Cl", "S", "Si", "Si", "Si", "F", "O", "O", "O", "O", "N", "N", "N", "N", "N", "N", "C", "C", "C", "C", "C", "C", "C", "C", "C", "C", "C", "C", "C", "C", "C", "C", "C", "C", "C", "C", "C", "C", "C", "C", "C", "C", "C", "C", "C", "H", "H", "H", "H", "H", "H", "H", "H", "H", "H", "H", "H", "H", "H", "H", "H", "H", "H", "H", "H", "H", "H", "H", "H", "H", "H", "H", "H", "H", "H", "H", "H", "H", "H", "H", "H", "H", "H", "H", "H", "H", "H", "H", "H", "H", "H", "H", "H"],
  "xyz": [[-0.45288, 0.06249, -0.60056], [-0.37618, 2.45077, -1.08985], [-6.07171, 0.44714, 0.44597], [-6.70444, -0.55270, -2.43520], [-1.42511, -0.94290, -3.43575], [-3.13258, 0.84108, 1.34779], [-4.36325, -1.22192, -4.38321], [1.97547, -0.16180, -0.73335], [1.40646, 3.45686, 0.14181], [-2.23073, 3.90470, -0.63241], [0.11780, 2.79281, -3.38987], [-3.15159, 3.02333, 4.54090], [1.44406, 0.34522, 5.06611], [-0.70117, 4.33525, 4.81063], [-0.05083, -2.46757, 2.87934], [-0.42429, -0.30849, 2.48486], [-0.67708, -2.06662, 0.02311], [-0.83680, 0.30887, 5.02731], [4.17443, -0.13692, 0.88376], [-1.16289, -4.90127, 0.28913], [0.31818, 2.32258, 5.11614], [2.40243, -0.74859, 1.92634], [-2.39284, 0.04352, -1.11017], [-1.48794, 2.62800, -4.32815], [-1.99788, 1.01933, 4.80206], [-2.29735, 4.18523, 1.21575], [0.22265, -4.36156, 0.04038], [1.19589, 5.30825, 0.27167], [3.41529, -0.74472, 2.85972], [0.10832, -3.05457, -0.72282], [1.37154, 1.50180, -3.87833], [-2.00589, -3.90132, 1.03931], [-0.77922, -1.10559, 4.70524], [0.83921, 4.49276, -3.67634], [-2.02779, -2.58357, 0.28152], [4.53108, -0.36903, 2.20586], [3.04359, 3.19185, -0.72338], [-5.07681, -0.34893, -1.92995], [2.85219, -0.35965, 0.72988], [-4.78906, 0.10285, -0.64433], [1.33308, 2.69639, 1.84010], [-2.71632, -0.45744, -2.36910], [-3.84079, 3.23504, -1.31476], [-3.46239, 0.29794, -0.26233], [0.38759, 0.94728, 5.06146], [-1.92098, 5.51650, -1.52887], [-2.01577, 2.35157, 4.74476], [-4.02853, -0.63839, -2.80189], [-0.79286, 3.13378, 4.88824], [-0.40615, -1.30163, 3.23279], [5.10790, 0.25323, -0.16215], [0.46604, 3.10034, 2.36835], [3.11954, 3.81698, -1.61445], [1.10667, -2.65450, -0.89754], [-3.33712, 4.30584, 1.52975], [4.67530, 0.01402, -1.12916], [-0.35547, -3.20902, -1.70197], [2.31167, 1.65361, -3.34408], [-4.43831, 2.75485, -0.54016], [-1.74722, -1.56044, 4.91524], [3.20460, 2.15602, -1.01194], [1.22250, 1.61211, 1.82389], [3.84323, 3.50159, -0.04251], [1.57473, 1.57280, -4.95038], [0.78042, -5.11468, -0.51323], [1.44983, -1.02668, 2.10946], [-1.52910, -3.77020, 2.01003], [-2.06152, 5.40445, -2.60550], [-1.11173, -5.77250, 0.81530], [6.03273, -0.30385, -0.03132], [1.27056, 5.79394, -0.70263], [-3.00449, -4.32141, 1.14826], [-0.94241, 5.95366, -1.34478], [3.23571, -0.97445, 3.89437], [0.66876, -4.20289, 1.02222], [-3.70408, 2.53297, -2.13931], [-4.41606, 4.08448, -1.69375], [1.12736, 4.56972, -4.72909], [-2.90288, 0.44030, 4.68043], [0.27271, 5.62220, 0.75412], [-2.57116, -1.86438, 0.89105], [-2.67482, 6.22871, -1.17784], [2.22613, 2.95571, 2.41715], [-2.56121, -2.68404, -0.66873], [-0.24719, -1.94271, 0.94935], [-1.29145, 2.67294, -5.40290], [1.01892, 0.49378, -3.66143], [-0.03288, -1.59092, 5.32663], [-1.99492, 1.68452, -4.12114], [-2.17120, 3.44425, -4.08314], [1.20865, 2.79685, 5.16779], [-1.88732, 3.34443, 1.77493], [0.12379, 5.28747, -3.47136], [-1.75971, 5.08496, 1.51468], [5.31393, 1.32039, -0.11392], [-1.60307, -5.11739, -0.60695], [5.54025, -0.23103, 2.55030], [1.73345, 4.67549, -3.07971], [2.02482, 5.68010, 0.88308]],
  "forces_ev_per_a": [[-0.13, 0.01, 0.01], [-0.03, -0.01, -0.02], [0.00, 0.00, 0.00], [0.01, 0.00, 0.00], [0.00, -0.03, 0.02], [0.06, 0.02, 0.00], [0.00, 0.00, 0.00], [0.05, -0.12, -0.01], [0.01, -0.01, -0.02], [0.01, 0.01, 0.01], [0.00, -0.02, 0.00], [-0.01, 0.01, 0.00], [0.01, 0.03, -0.02], [0.01, -0.01, -0.02], [-0.11, 0.11, 0.03], [0.05, 0.00, -0.02], [0.04, 0.01, 0.01], [0.09, 0.00, 0.00], [0.04, 0.01, -0.01], [0.01, 0.02, 0.00], [0.02, -0.03, -0.03], [0.18, -0.09, 0.14], [0.04, -0.01, -0.08], [-0.03, 0.00, -0.01], [0.04, -0.03, 0.00], [-0.01, -0.03, 0.03], [-0.02, 0.00, -0.01], [0.03, 0.02, -0.01], [0.05, -0.03, -0.01], [0.01, 0.03, 0.00], [0.02, 0.00, 0.00], [0.00, 0.00, -0.02], [-0.12, 0.01, -0.05], [0.01, 0.01, 0.01], [0.02, 0.01, -0.01], [-0.01, 0.04, -0.05], [0.04, -0.01, -0.01], [-0.01, 0.01, 0.01], [0.06, 0.03, -0.07], [-0.01, -0.01, -0.01], [-0.03, -0.02, 0.06], [-0.01, 0.02, 0.00], [-0.02, -0.02, 0.00], [-0.01, -0.04, 0.04], [-0.10, 0.03, 0.09], [-0.01, 0.01, -0.02], [0.02, 0.00, 0.01], [0.02, 0.01, 0.00], [-0.02, 0.02, -0.02], [0.18, -0.35, -0.03], [-0.02, 0.01, 0.03], [0.01, 0.03, 0.01], [0.01, 0.00, 0.00], [0.00, -0.01, 0.00], [0.00, 0.00, 0.00], [-0.01, 0.00, -0.01], [-0.01, 0.00, -0.01], [0.00, 0.00, 0.00], [0.01, 0.02, -0.02], [-0.01, 0.01, -0.02], [0.00, 0.05, 0.00], [-0.01, 0.00, -0.01], [0.00, 0.00, 0.00], [0.00, 0.00, 0.01], [0.00, 0.00, 0.00], [-0.34, 0.21, 0.01], [0.01, 0.01, 0.03], [0.02, 0.01, 0.00], [0.01, -0.02, 0.02], [0.00, 0.00, -0.01], [-0.02, 0.01, -0.01], [0.00, 0.00, -0.01], [0.03, 0.01, 0.01], [-0.02, 0.00, -0.02], [0.00, 0.00, 0.01], [0.00, 0.01, 0.00], [0.01, 0.00, 0.00], [-0.01, 0.00, 0.01], [0.00, 0.00, 0.00], [-0.03, -0.01, 0.01], [0.00, 0.03, 0.01], [0.01, -0.01, 0.00], [0.00, 0.00, -0.01], [0.01, 0.01, 0.00], [-0.03, 0.01, 0.05], [0.00, 0.00, 0.01], [0.01, -0.01, 0.00], [0.00, -0.01, 0.01], [0.01, 0.03, -0.01], [0.00, -0.01, 0.00], [0.00, 0.01, 0.00], [0.00, -0.01, 0.01], [-0.02, 0.02, 0.01], [0.02, 0.02, -0.01], [0.00, 0.01, 0.00], [-0.01, -0.01, -0.02], [-0.01, -0.01, -0.01], [-0.01, -0.01, 0.00], [-0.01, 0.00, -0.01]],
  "energy_ha": -7794.55779,
  "lumo_ev": -2.75,
  "charge": 1,
  "homo_energy_ev": -10.48,
  "homo_lumo_gap_ev": 7.73,
  "relative_energy_kcal_mol": 0.0
}